Formula: C31H20AuF5OP2S2
Source: the Open Molecules 2025 dataset
Level of theory: ωB97M-V with the def2-TZVPD basis set

Geometry as XYZ:
```
62
Properties=species:S:1:pos:R:3:nbo_charge:R:1
C 0.6527 -4.3154 0.9688 0.253
H -5.2303 3.8804 -2.8833 0.219
F 0.8970 -0.9218 2.2296 -0.346
C 2.9169 4.0320 4.0478 -0.185
C 2.0661 3.1706 1.5653 -0.336
C -2.1055 3.1870 1.5459 -0.332
C 2.2499 3.3353 -1.3777 -0.439
H 3.4022 1.6898 -2.0959 0.245
F 2.6497 -4.9616 3.9342 -0.296
S 2.6176 0.5688 -0.0041 -0.447
H 3.1940 4.8125 0.7639 0.222
H -1.2736 4.4152 -4.4145 0.219
C -1.4074 3.6099 -2.4409 -0.198
S -2.5844 0.5371 0.0946 -0.426
C 0.0097 1.7977 -0.1872 -1.363
C -2.8967 4.3270 1.5939 -0.202
C -3.3560 4.7748 2.8213 -0.216
H 3.9548 5.5684 2.9872 0.218
C -2.2615 3.2091 -1.4234 -0.329
H -4.2870 2.9846 -0.7741 0.224
H 4.1529 2.8711 -4.1231 0.222
H -3.3848 4.4582 4.9407 0.219
C -3.3107 4.1802 -3.7880 -0.190
C -3.0097 4.1127 3.9881 -0.186
H 1.9607 6.3334 -2.9051 0.220
C 3.0811 4.6730 -3.6510 -0.187
C 2.1078 2.9105 3.9503 -0.197
H -3.1555 4.8494 0.6840 0.224
O -0.0659 -2.2912 0.0051 -0.795
H 3.3870 5.1807 -4.5536 0.219
C 1.8113 -2.9233 3.0616 0.271
H -3.7211 4.5221 -4.7271 0.218
C -3.6407 3.3096 -1.5781 -0.215
Au -0.0115 -0.2199 -0.1721 1.157
P -1.6453 2.3068 0.0239 1.383
P 1.6661 2.3207 0.0114 1.407
H -1.1556 1.6226 2.6468 0.231
C 1.8419 4.6498 -1.5884 -0.142
H 1.0963 1.5762 2.6044 0.232
H 3.2661 4.3567 5.0172 0.219
H -3.9964 5.6423 2.8682 0.219
F 1.4288 -6.3288 1.9114 -0.294
H 1.2018 5.1384 -0.8639 0.213
H -0.3365 3.5333 -2.3053 0.236
C 3.5022 3.3740 -3.4246 -0.204
F 2.3628 -2.2415 4.0728 -0.299
C 1.6872 2.4763 2.7102 -0.190
C 3.3012 4.7145 2.9053 -0.215
C -4.1610 3.8012 -2.7591 -0.198
C -2.1961 2.9902 3.9376 -0.197
C -1.7571 2.5202 2.7173 -0.197
C 1.9494 -4.3042 3.0011 0.223
C 2.8787 4.2926 1.6568 -0.200
H 1.8286 2.3555 4.8325 0.221
C 2.2661 5.3126 -2.7274 -0.233
C 1.3380 -4.9948 1.9569 0.278
H -1.9163 2.4714 4.8421 0.220
F 0.0883 -5.0172 -0.0246 -0.300
C 3.0832 2.7044 -2.2921 -0.170
C 1.0879 -2.2597 2.0913 0.252
C 0.5249 -2.9012 0.9630 0.248
C -1.9375 4.1015 -3.6214 -0.211
```

Summary:
- HOMO (eV) = -7.57
- HOMO-LUMO gap (eV) = 5.34
- energy relative to the best compared isomer or geometry (same formula, charge and spin) (kcal/mol) = 25.9

Formula: C2H10N2
Source: the Open Molecules 2025 dataset
Level of theory: ωB97M-V with the def2-TZVPD basis set

Geometry as XYZ:
```
14
Properties=species:S:1:pos:R:3:nbo_charge:R:1
H 1.3727 -1.0217 -1.3156 0.194
H -2.2534 1.6187 1.9464 0.187
H 2.1534 -2.5126 -1.6893 0.186
H 2.7108 -0.7919 0.6049 0.347
H 1.0068 -2.3918 -0.3373 0.166
H 3.2341 -2.2842 0.5650 0.346
C -2.5959 2.0573 1.0249 -0.419
H -2.3108 3.1141 0.9886 0.182
H -1.6562 2.0795 -0.7467 0.345
N 2.9781 -1.5203 -0.0502 -0.825
H -3.6871 2.0402 1.0616 0.182
N -2.0467 1.3433 -0.1657 -0.822
C 1.8323 -1.8925 -0.8586 -0.414
H -2.8412 1.0971 -0.7621 0.346
```

Summary:
- HOMO (eV) = -9.27
- structure (SMILES) = CN.CN
- HOMO-LUMO gap (eV) = 10.31
- energy relative to the best compared isomer or geometry (same formula, charge and spin) (kcal/mol) = 16.7

Formula: C23H69BIN2O28
Source: the Open Molecules 2025 dataset
Level of theory: ωB97M-V with the def2-TZVPD basis set

Geometry as XYZ:
```
124
Properties=species:S:1:pos:R:3:mulliken_charge:R:1
O -0.5334 3.0904 -2.6127 -0.669
H -0.0140 8.8937 0.2391 0.348
H -2.7435 1.2972 -2.6066 0.583
H -0.7262 8.1823 -2.2501 0.290
C -1.8051 5.3209 -0.3951 -0.466
H 3.8309 1.1757 6.9063 0.269
O -1.1180 -7.3262 -1.9704 -0.580
C 4.3469 0.5544 -1.8172 -0.754
H 6.7985 4.4307 5.6639 0.314
O -2.1677 -8.1960 -4.7076 -0.624
C -1.5860 0.6632 -0.8120 -0.752
H -3.4131 0.1920 1.5495 -0.088
O -2.4240 -1.3072 3.7435 -0.455
O -0.4586 7.6772 -1.4728 -0.623
I 0.7924 -2.5174 -4.6532 -0.110
O -4.2796 -2.5274 3.0533 -0.565
B 3.1044 1.5685 -1.5845 1.161
H 3.9282 2.8082 -2.8274 0.250
C 0.4577 2.2444 2.2184 0.394
H 1.5948 -2.4599 1.4511 0.181
C -2.7402 0.4215 -1.8524 -1.723
H 4.8376 -4.4826 -1.9850 0.282
H -0.6547 2.3400 2.4975 -0.352
H 2.0788 -0.6186 -3.2293 0.802
H 5.0189 0.5321 -0.9010 0.125
H -2.4536 5.5270 -1.3220 0.356
H 2.9838 -2.4641 -1.7023 0.261
H -1.5722 -7.2905 -2.8231 0.303
C -0.0761 0.6563 -1.5199 0.894
H 4.9337 0.8455 -2.7675 0.330
C -1.0305 -4.2564 -0.5531 -0.128
H 0.5922 -0.9435 1.7714 -0.386
H -1.6648 -1.9293 3.6171 0.317
H 1.0128 2.4799 3.2018 0.434
C 1.8576 -2.4495 -1.8080 0.371
C -0.0581 1.7835 -2.6576 -0.178
O 4.4534 5.4859 0.8668 -0.661
H -1.7663 6.3018 0.1821 0.298
H -0.7218 -0.6222 -3.3144 0.866
O -1.5821 1.9203 -0.1141 1.318
H -2.6575 -0.5201 -2.5060 0.696
H -2.6557 -1.9048 -0.5645 0.467
H -4.1901 2.8607 -4.0728 0.314
N 2.8444 0.8195 0.7176 1.402
H -1.1812 -5.4023 -0.6226 0.230
O 3.7205 -1.3262 0.6631 -0.637
H -1.9796 5.0241 2.1009 0.375
H -0.5959 -8.2912 0.7906 0.319
C -3.4272 -1.6466 2.7830 0.132
C -2.6832 2.7825 -0.3118 -0.199
O 4.6246 2.4178 1.1676 -0.702
C 3.5770 1.4633 3.1145 -1.132
O 3.9382 -4.3997 -2.3255 -0.584
H 4.5632 1.1973 3.6057 0.364
O 0.0947 -8.5972 1.3932 -0.622
H -1.6251 -8.9922 -4.6528 0.305
H 7.6355 3.1652 5.5611 0.306
C 3.7094 1.6243 1.5027 0.531
H -2.1988 -2.9858 -4.2578 0.233
H -2.9530 3.6728 -3.7108 0.367
C -0.0838 -0.7429 -2.3628 -1.105
H 3.2964 2.5196 3.4774 0.305
H 3.6079 -5.3064 -2.3367 0.272
H 1.6431 -9.6866 -1.1783 0.310
H -3.5321 -2.6337 -4.9030 0.272
C -1.9686 -3.7365 0.6501 -0.457
H -2.8945 3.0919 -1.4026 -0.181
O 0.5339 1.5058 -3.7663 -0.713
O -1.4141 -0.2911 0.2544 1.049
H -2.3863 -8.1260 -5.6443 0.295
H 1.6367 4.0295 1.6494 0.508
H 1.2862 -2.3070 -0.8347 -0.976
H -3.6126 2.2933 0.1741 0.143
O 1.1920 -8.9106 -1.5314 -0.627
H 2.0400 -1.4435 2.9056 0.434
O 4.2953 1.5397 6.1434 -0.567
O 0.9205 0.5240 -0.5642 0.871
O -1.9009 2.5886 4.9538 -0.643
H 1.2563 3.3279 -0.8993 0.587
O 6.8126 3.5042 5.9325 -0.610
H -2.2258 2.9690 4.1260 0.317
H -5.8653 -4.0914 3.6849 0.396
C 1.3015 -1.3304 -2.8262 -0.546
H -0.9092 -8.2621 -1.8556 0.283
H -3.0828 -3.8023 0.4269 0.311
H 0.6273 1.1414 2.0241 -0.438
H -0.6208 -1.5846 -1.7826 -0.500
C 1.6344 -1.3765 1.8360 -0.479
H 0.3068 10.2859 0.7660 0.295
O -4.9572 0.6155 -2.3917 -0.503
H 0.0559 -4.0958 -0.2344 -0.072
O -2.2324 4.1124 1.8417 -0.416
O -1.5965 -2.4235 1.1333 -0.384
O -6.6553 -4.6333 3.8118 -0.653
C -2.5996 4.2057 0.4465 -0.263
H 4.6917 4.5603 1.0127 0.377
N 1.6301 2.8146 -0.0963 0.000
H 0.2211 7.0774 -1.8062 0.320
C 2.7465 -0.5858 0.9962 0.195
H 2.7032 0.7942 3.4106 0.210
H -1.7671 -4.4628 1.5229 0.374
O 2.9896 2.6229 -2.5847 -0.891
C -2.2923 -1.3694 0.3691 -0.812
H -0.7846 4.9682 -0.7577 -0.230
H -2.4183 1.7809 5.0583 0.305
H 3.9756 5.4729 0.0293 0.306
H 3.9540 -0.4968 -2.0082 0.031
H 1.5689 -3.5007 -2.1784 0.348
H 0.0400 3.8920 0.8042 -0.435
C 0.9552 3.2608 1.1121 -0.475
H -7.3788 -3.9968 3.7943 0.298
H 1.3206 -8.2361 -0.8521 0.313
H -4.6429 0.1760 -3.2171 0.381
H -0.2905 -9.3748 1.8137 0.308
O -3.8534 3.7642 -4.0609 -0.684
C 1.9899 1.4322 -0.3381 -1.066
H -1.2603 -3.7535 -1.5455 -0.009
H -4.5134 -1.0959 0.8290 0.221
H -3.6977 4.5751 0.4451 0.314
O -3.1001 -2.7050 -4.0438 -0.609
H 4.8820 2.2085 6.5223 0.290
C -3.5113 -0.9363 1.3691 0.005
O -4.1088 0.3287 -1.3579 -0.061
O 0.4479 9.3516 0.9561 -0.639
```

Summary:
- HOMO (eV) = -5.17
- HOMO-LUMO gap (eV) = 6.59
- total charge = -1

Formula: CH2I3P
Source: the Open Molecules 2025 dataset
Level of theory: ωB97M-V with the def2-TZVPD basis set

Geometry as XYZ:
```
7
Properties=species:S:1:pos:R:3:nbo_charge:R:1
I 1.8211 1.7216 -0.3577 0.262
H -2.3406 -1.5634 -1.0308 -0.039
P -0.9372 0.6135 -0.7219 0.427
I 0.4025 -0.3309 2.2665 0.219
I 1.4176 -1.8460 -0.7371 0.201
H -0.9973 1.3834 0.4442 -0.057
C 0.6339 0.0219 0.1368 -1.012
```

Summary:
- HOMO (spin up / spin down) (eV) = -8.40 / -9.43
- HOMO-LUMO gap (spin up / spin down) (eV) = 7.15 / 8.03
- energy relative to the best compared isomer or geometry (same formula, charge and spin) (kcal/mol) = 85.2

Formula: C5H10O
Source: the Open Molecules 2025 dataset
Level of theory: ωB97M-V with the def2-TZVPD basis set

Geometry as XYZ:
```
16
Properties=species:S:1:pos:R:3:nbo_charge:R:1
H -1.4339 0.2814 -0.9750 0.247
H -1.0273 1.7363 0.7420 0.222
H 1.3878 -1.2902 -0.9658 0.240
C -0.1928 -0.9659 1.2978 -0.094
C -0.6282 -0.4041 -1.3209 -0.593
H -0.9738 -1.4184 -1.0820 0.232
H -1.2842 -0.8952 1.4766 0.125
H -0.5245 -0.2403 -2.3746 0.236
H 0.5724 1.7143 1.5034 0.289
C 0.0351 1.5312 0.5825 -0.690
O 0.6639 -0.5161 2.2321 -0.700
H 0.0289 -1.9742 0.8759 0.126
C 0.9906 -0.2816 -0.8375 -0.407
H 0.4114 2.1900 -0.2140 0.215
H 1.6674 0.4587 -1.3180 0.226
C 0.3074 0.0742 0.3776 0.325
```

Summary:
- HOMO (eV) = -8.29
- HOMO-LUMO gap (eV) = 9.02
- energy relative to the best compared isomer or geometry (same formula, charge and spin) (kcal/mol) = 93.8

Formula: C27H41F9OP2Sc
Source: the Open Molecules 2025 dataset
Level of theory: ωB97M-V with the def2-TZVPD basis set

Geometry as XYZ:
```
81
Properties=species:S:1:pos:R:3:mulliken_charge:R:1
H -3.8420 2.8582 -1.7307 0.359
H 0.3455 -0.3193 4.3681 0.443
H 3.3344 -1.7548 2.7049 0.314
H -3.2277 1.8274 -4.1427 0.561
C 2.9185 -0.9562 3.3214 -1.584
H -4.7561 -1.4550 -1.4790 0.445
F -0.2062 -3.0829 -1.5472 -0.168
C -2.8783 0.2994 2.8462 -1.442
H -1.0080 -1.1463 -3.2992 0.884
H -0.6223 1.1014 3.9601 0.223
C -1.4712 0.9457 -3.3301 -0.119
C -3.5106 -0.0967 -0.3526 -0.333
C 1.1034 1.9640 1.8685 1.451
H 0.0649 -0.8842 -1.3299 0.451
C -0.3257 2.9500 -1.3768 -0.462
H -0.4918 3.7809 -2.0884 0.709
F 1.1278 -4.8072 -1.4510 -0.221
H -2.2369 2.9549 -3.2627 0.384
H -3.0811 -2.2269 0.8745 -0.023
C 4.2611 0.2594 0.8202 -1.450
H -2.9078 -2.0086 -3.1580 0.443
C -3.0131 -1.0337 -2.6557 -1.838
H 2.1333 3.6808 -0.1488 0.679
H 0.4485 3.9568 1.3708 0.426
H -1.1152 0.8706 -4.3509 0.748
F 2.7364 -4.8281 0.5326 -0.219
F 3.8482 -2.9713 0.9435 -0.311
P -0.1117 1.4182 -2.2451 0.768
H -3.3058 -2.7339 2.5923 0.470
H -2.6327 0.6236 3.8807 0.498
C -1.5687 -0.4280 -2.6745 -0.263
F 1.9215 -3.3527 1.9370 -0.190
F 2.0760 -2.3740 -2.7086 -0.251
H 1.8335 0.0788 -2.6951 0.221
H 2.1090 1.8425 -2.9330 0.463
H -1.8379 -3.2370 1.6444 0.131
C 2.7771 -2.6500 -1.5682 0.215
C 0.7016 -3.7290 -0.7582 0.238
C 2.3254 0.0956 2.4752 0.716
F 3.6326 -1.6076 -1.4084 -0.166
H 3.6736 3.3810 0.6434 0.348
H 0.5947 3.6353 3.1043 0.340
H -0.7750 2.9597 2.2082 0.192
H 1.1980 0.9030 -4.1313 0.501
H -1.1601 2.9236 -0.6550 0.160
C 0.3012 3.1864 2.1373 -1.674
H -2.7962 1.1883 2.1791 0.239
C -3.5787 1.8268 -2.0106 -1.509
H 2.1721 -1.4030 3.9859 0.373
H -3.9213 -0.0681 2.8304 0.532
F 0.0057 -4.1423 0.3413 -0.250
H -4.5144 1.3806 -2.3860 0.360
H -3.9099 -0.3000 0.6423 1.083
O 1.3390 -1.5483 0.0819 1.135
H 0.8836 1.2927 4.8812 0.414
H -3.2722 -2.2021 -0.8857 0.389
C 2.8339 2.8878 0.1241 -1.930
C -3.6749 -1.2588 -1.3020 -0.816
H 4.3179 -0.8302 0.7445 0.179
C -2.6214 1.9225 -3.2249 -1.229
C -0.7461 -0.1369 -1.4550 0.932
C 1.8321 -2.7685 -0.3580 0.761
Sc 0.1927 -0.0937 0.5626 -1.640
C 2.5963 -3.5002 0.7608 0.133
H -3.6572 -0.4073 -3.2924 0.323
H 0.5905 3.1990 -0.8184 -0.619
P -1.6228 -0.9835 2.4028 0.571
C 1.1809 0.8748 2.8052 0.065
H 4.4523 0.6738 -0.1766 0.378
H -1.4042 0.0091 -0.5432 -0.385
C 2.9436 0.6671 1.3380 0.493
C 2.2251 1.8354 0.9698 0.821
C 0.4026 0.7316 4.0631 -1.555
H -2.8543 1.8565 0.0710 0.790
H 3.2434 2.4537 -0.7961 0.235
H 3.7349 -0.5406 3.9358 0.284
F 3.5062 -3.7795 -1.7600 -0.244
C -2.5675 -2.4215 1.8290 -0.743
H 5.0682 0.5880 1.4966 0.303
C -3.1618 1.1654 -0.7226 -0.645
C 1.4016 1.0176 -3.0663 -1.292
```

Summary:
- HOMO (spin up / spin down) (eV) = -9.20 / -9.20
- HOMO-LUMO gap (spin up / spin down) (eV) = 6.10 / 6.10
- total charge = +1
- energy relative to the best compared isomer or geometry (same formula, charge and spin) (kcal/mol) = 133.2

no.,DFT total energy (a.u.)
1,-3382.59506
2,-191.67083
3,-3456.30308
4,-1273.55862
5,-271.60318
6,-3470.58972